Formula: C22H24N3O3STeTi
Source: OMol25
Level of theory: wB97M-V/def2-TZVPD

- total energy (eV) = -75031.7754
- Kohn-Sham gap (eV) = 6.314
- LUMO level (eV) = -10.973

ORCA input file:
```
! RIJCOSX wB97M-V def2-TZVPD def2/J DEFGRID3
* xyz 3 1
Ti -1.3319 -0.1118 -0.6767
O -1.3250 -1.1157 -2.2450
N -0.4795 -2.1160 -2.4352
N 0.1756 -2.3172 -1.3870
O -0.0875 -1.5366 -0.3485
C 1.1646 -3.3457 -1.2583
C 1.1438 -4.4086 -2.1570
C 2.1274 -5.3708 -2.0324
C 3.0941 -5.2593 -1.0369
C 3.0904 -4.1833 -0.1549
C 2.1182 -3.2056 -0.2560
H 0.3801 -4.4855 -2.9182
H 2.1372 -6.2142 -2.7082
H 3.8570 -6.0209 -0.9470
H 3.8494 -4.1070 0.6109
H 2.1082 -2.3515 0.4084
C -3.3274 -0.4071 3.3269
S -2.3794 -1.3650 2.1714
C -3.6468 -2.3480 1.4087
O -2.0219 -0.2760 1.0584
H -4.1276 0.1151 2.8057
H -2.6473 0.2806 3.8259
H -3.7280 -1.1122 4.0586
H -3.9955 -3.0480 2.1717
H -3.1936 -2.9156 0.5970
H -4.4631 -1.7130 1.0675
C -4.5322 2.7148 -2.6491
C -3.5448 1.8546 -2.0398
N -2.7621 1.1625 -1.5588
H -5.4429 2.7080 -2.0482
H -4.7539 2.3526 -3.6547
H -4.1401 3.7318 -2.7053
Te 0.6988 1.6450 -1.3322
C 0.1107 3.2960 -0.1816
C -0.4623 3.1573 1.0803
C -0.7823 4.3006 1.7958
C -0.5316 5.5559 1.2528
C 0.0329 5.6790 -0.0082
C 0.3564 4.5448 -0.7425
C 2.2786 0.8086 -0.2312
C 3.3645 0.3606 -0.9739
C 4.4518 -0.1827 -0.2982
C 4.4373 -0.2704 1.0854
C 3.3382 0.1794 1.8129
C 2.2448 0.7224 1.1570
H -0.6444 2.1811 1.5162
H -1.2174 4.2164 2.7826
H -0.7753 6.4433 1.8212
H 0.2326 6.6574 -0.4235
H 0.8072 4.6470 -1.7217
H 3.3880 0.4458 -2.0536
H 5.3142 -0.5175 -0.8586
H 5.2934 -0.6781 1.6061
H 3.3435 0.1226 2.8931
H 1.4048 1.1000 1.7280
*
```